DFT (ωB97M-V/def2-TZVPD) results for C6H13NO as an isolated structure.

Summary:
- 2S+1 = 2
- Kohn-Sham gap (spin up / spin down) (Ha) = 0.3354 / 0.2553
- net charge = +1
- LUMO energy (spin up / spin down) (eV) = -6.1 / -8.6

Last column: Löwdin charge in e.
CARTESIAN COORDINATES (ANGSTROEM)
C: -2.956 0.484 1.290  0.03
C: -1.586 0.004 0.686  -0.32
N: -0.921 0.860 -0.226  0.25
C: 2.260 -1.371 -0.531  -0.07
C: 0.882 -0.821 -0.845  -0.16
C: 0.432 0.509 -0.048  -0.36
C: 1.224 1.653 -0.757  -0.03
O: -1.312 -1.266 1.250  0.11
H: -3.792 -0.238 1.090  0.12
H: -3.230 1.477 0.890  0.10
H: -2.834 0.660 2.356  0.10
H: -1.884 -1.128 0.209  0.24
H: 2.502 -1.137 0.537  0.10
H: 2.237 -2.512 -0.415  0.12
H: 3.024 -0.994 -1.214  0.09
H: 0.138 -1.561 -0.436  0.11
H: 0.790 -0.647 -1.919  0.13
H: 0.800 0.209 0.987  0.18
H: 0.938 1.526 -1.751  0.06
H: 0.933 2.642 -0.309  0.11
H: 2.357 1.653 -0.842  0.12



DFT (ωB97M-V/def2-TZVPD) results for C40H45LaN2OP2SSe as an isolated structure.

Summary:
- Kohn-Sham gap (Ha) = 0.2675
- net charge = +2
- LUMO energy (eV) = -5.5

Last column: Löwdin charge in e.
CARTESIAN COORDINATES (ANGSTROEM)
La: 1.187 1.328 0.148  1.84
C: -0.535 3.521 4.105  -0.05
C: 0.661 2.915 4.848  -0.36
C: 1.447 4.016 5.554  -0.06
C: 1.466 2.083 3.879  -0.18
C: 0.921 0.881 3.420  -0.04
C: 1.645 0.028 2.590  -0.18
C: 2.952 0.360 2.168  -0.39
C: 3.787 -0.675 1.455  -0.05
C: 3.466 1.596 2.583  -0.03
C: 2.740 2.425 3.431  -0.02
H: -0.189 4.123 3.267  0.06
H: -1.102 4.155 4.777  0.09
H: -1.201 2.751 3.726  0.06
H: 0.281 2.229 5.614  0.15
H: 1.800 4.767 4.850  0.05
H: 2.295 3.600 6.092  0.09
H: 0.798 4.510 6.276  0.09
H: -0.047 0.568 3.793  0.13
H: 1.272 -0.978 2.423  0.10
H: 4.728 -0.260 1.104  0.09
H: 3.260 -1.130 0.613  0.05
H: 4.013 -1.481 2.154  0.10
H: 4.473 1.886 2.305  0.13
H: 3.197 3.345 3.762  0.11
C: 3.402 3.527 -2.256  -0.21
S: 1.693 3.432 -2.911  0.93
C: 1.161 5.040 -2.263  -0.21
O: 1.021 2.402 -2.029  -0.75
H: 3.821 4.501 -2.493  0.07
H: 4.017 2.753 -2.712  0.05
H: 3.371 3.391 -1.171  0.05
H: 1.672 5.826 -2.811  0.07
H: 1.391 5.105 -1.203  0.03
H: 0.089 5.125 -2.412  0.07
Se: 2.204 5.922 1.970  0.78
C: 1.691 4.423 1.345  -1.00
N: 1.311 3.394 0.882  -0.22
C: -1.736 -1.517 -1.490  -0.47
P: -1.016 -0.395 -0.229  0.88
C: -1.985 1.167 -0.365  -0.42
C: -1.891 2.064 0.713  -0.18
C: -2.517 3.297 0.652  -0.05
C: -3.205 3.665 -0.498  -0.04
C: -3.279 2.796 -1.573  -0.05
C: -2.677 1.547 -1.510  -0.07
C: -1.626 -1.146 1.317  -0.42
C: -0.869 -2.189 1.856  -0.19
C: -1.301 -2.846 2.993  -0.06
C: -2.484 -2.462 3.606  -0.05
C: -3.244 -1.438 3.063  -0.05
C: -2.817 -0.771 1.928  -0.08
P: -1.429 -3.327 -1.016  1.06
C: 0.108 -3.799 -1.901  -0.39
C: 0.459 -5.128 -1.653  -0.10
C: 1.588 -5.687 -2.217  -0.06
C: 2.383 -4.917 -3.051  -0.07
C: 2.041 -3.600 -3.306  -0.09
C: 0.920 -3.027 -2.721  -0.12
C: -2.645 -4.037 -2.183  -0.40
C: -3.725 -4.728 -1.647  -0.10
C: -4.658 -5.315 -2.484  -0.07
C: -4.520 -5.206 -3.858  -0.06
C: -3.451 -4.504 -4.394  -0.07
C: -2.513 -3.922 -3.563  -0.09
H: -1.388 -1.266 -2.493  0.04
H: -2.826 -1.399 -1.431  0.07
H: -1.407 1.747 1.642  0.08
H: -2.490 3.962 1.503  0.12
H: -3.681 4.632 -0.555  0.12
H: -3.812 3.088 -2.465  0.12
H: -2.766 0.867 -2.345  0.11
H: 0.039 -2.512 1.356  0.09
H: -0.717 -3.657 3.399  0.12
H: -2.824 -2.966 4.496  0.12
H: -4.180 -1.163 3.523  0.12
H: -3.419 0.025 1.512  0.11
H: -0.178 -5.726 -1.014  0.11
H: 1.855 -6.713 -2.007  0.12
H: 3.260 -5.344 -3.512  0.11
H: 2.668 -3.030 -3.979  0.08
H: 0.674 -1.990 -2.919  0.07
H: -3.824 -4.807 -0.573  0.10
H: -5.488 -5.860 -2.063  0.11
H: -5.238 -5.679 -4.512  0.11
H: -3.345 -4.416 -5.465  0.11
H: -1.671 -3.390 -3.987  0.10
C: 2.835 -0.099 -4.050  0.00
C: 2.716 -0.005 -2.645  -0.22
N: 2.578 0.107 -1.508  0.05
H: 2.181 0.647 -4.507  0.11
H: 2.519 -1.094 -4.367  0.08
H: 3.864 0.059 -4.375  0.12



DFT (ωB97M-V/def2-TZVPD) results for a 2-piece molecular cluster, C3H4IN2P overall.

Summary:
- Kohn-Sham gap (Ha) = 0.2050
- LUMO energy (eV) = -3.0

Last column: Löwdin charge in e.
CARTESIAN COORDINATES (ANGSTROEM)
C: 1.799 -0.561 0.620  -0.10
C: 1.770 0.046 -0.687  -0.20
C: 0.482 -0.534 0.962  -0.24
N: 0.541 0.415 -0.998  -0.07
N: -0.208 0.122 0.038  -0.13
P: -2.798 0.244 -1.081  0.44
I: -4.651 0.348 0.589  0.24
H: 2.657 -0.842 1.118  0.06
H: 2.593 0.200 -1.453  0.11
H: -0.058 -0.886 1.925  0.13
H: -2.127 1.449 -1.032  -0.23



Max |F| (computed, eV Å⁻¹): 5.81 2.43 4.36